Record 1
C5H16N4 | ωB97M-V/def2-TZVPD

Results
Energy relative to the best compared isomer or geometry (same formula, charge and spin) = 61.35 kcal per mole
2S+1 = 1
SMILES = [H]/N=C(\C)N(C)C.CNN
E = -11402.8756 eV

CARTESIAN COORDINATES (ANGSTROEM)
H  0.546  -0.873  -2.728
N  0.152  -0.075  -2.242
C  0.770  0.192  -1.152
C  2.061  -0.420  -0.675
N  0.153  1.160  -0.309
C  -0.746  2.119  -0.942
C  0.940  1.737  0.776
H  2.855  0.328  -0.668
H  1.949  -0.828  0.328
H  2.338  -1.231  -1.346
H  -1.170  1.642  -1.821
H  -1.531  2.381  -0.229
H  -0.227  3.036  -1.230
H  0.308  2.427  1.334
H  1.297  0.955  1.445
H  1.814  2.290  0.416
C  -1.963  -2.167  0.498
N  -0.751  -1.383  0.538
N  -0.197  -1.167  1.833
H  -2.835  -1.608  0.876
H  -2.163  -2.429  -0.541
H  -1.853  -3.088  1.085
H  -0.812  -0.313  0.050
H  -0.068  -2.058  2.312
H  -0.868  -0.628  2.391

Electronic structure analysis, Löwdin charges in units of e:
1. H 0.048
2. N 0.115
3. C -0.477
4. C -0.027
5. N -0.241
6. C -0.075
7. C -0.086
8. H 0.081
9. H 0.062
10. H 0.079
11. H 0.064
12. H 0.084
13. H 0.087
14. H 0.086
15. H 0.064
16. H 0.086
17. C -0.159
18. N -0.243
19. N -0.038
20. H 0.065
21. H 0.068
22. H 0.069
23. H 0.147
24. H 0.070
25. H 0.069

=====

Record 2
C4H5ClS | ωB97M-V/def2-TZVPD

Results
Energy relative to the best compared isomer or geometry (same formula, charge and spin) = 22.70 kcal per mole
2S+1 = 1
SMILES = C=C(Cl)[C@H]1CS1
E = -27585.3679 eV

CARTESIAN COORDINATES (ANGSTROEM)
C  1.024  1.701  -0.441
C  0.703  0.508  0.121
Cl  1.919  -0.711  0.091
C  -0.634  0.165  0.674
C  -1.897  0.842  0.323
S  -1.560  -0.870  -0.415
H  1.980  1.900  -0.915
H  0.285  2.523  -0.376
H  -0.552  -0.249  1.669
H  -2.656  0.905  1.090
H  -1.903  1.630  -0.444

Electronic structure analysis, Löwdin charges in units of e:
1. C -0.014
2. C -0.803
3. Cl 0.670
4. C -0.728
5. C -0.316
6. S 0.814
7. H 0.057
8. H 0.070
9. H 0.103
10. H 0.071
11. H 0.076

=====

no.,largest force on an atom (Eh/bohr)
1,0.0865
2,0.0611